Entry 1:
The following is a DFT calculation (ωB97M-V/def2-TZVPD) of a structure of composition C41H54As2BrCsN5O11PS3.

HOMO level ... -2.037 eV
HOMO-LUMO gap ... 5.267 eV
Charge ... -2
Energy above the lowest of the compared OMol25 structures with the same formula, charge and spin ... 5.1 kcal/mol

Cartesian coordinates (Å):
Cs 0.4608 -0.2961 0.6610
N -2.9675 0.8171 4.2322
C -1.9238 1.2856 3.4297
S -0.3264 1.0823 4.0202
N -2.3632 1.8997 2.3545
N -1.5161 2.0988 1.3164
C -1.5187 3.2461 0.7474
C -2.3119 4.4164 1.2210
C -3.6919 4.3343 1.3910
C -4.4169 5.4340 1.8241
C -3.7744 6.6323 2.1088
C -2.3985 6.7216 1.9508
C -1.6773 5.6218 1.5076
C -0.6644 3.4122 -0.4700
C -0.8621 4.4796 -1.3505
C -0.0373 4.6127 -2.4559
C 0.9706 3.6868 -2.6676
C 1.0774 2.6464 -1.7545
N 0.2863 2.5010 -0.7004
H -2.7190 0.7809 5.2070
H -3.8529 1.2588 4.0309
H -4.1860 3.3920 1.1955
H -5.4900 5.3509 1.9503
H -4.3407 7.4872 2.4584
H -1.8824 7.6468 2.1774
H -0.6024 5.6928 1.3881
H -1.6571 5.1900 -1.1670
H -0.1903 5.4267 -3.1548
H 1.6322 3.7320 -3.5232
H 1.8303 1.8730 -1.8845
C -4.4455 -1.3982 1.8950
C -4.2740 -1.5506 0.3818
C -5.5439 -2.1023 -0.2676
P -2.6125 -2.3301 0.0534
C -2.5746 -2.6901 -1.7668
C -3.3773 -3.8416 -2.3721
C -2.8812 -1.3813 -2.4926
C -2.6503 -3.9814 0.9088
C -3.9187 -4.8370 0.8664
C -1.4294 -4.7929 0.4661
H -5.2855 -0.7320 2.1148
H -3.5620 -0.9712 2.3729
H -4.6572 -2.3588 2.3720
H -4.1239 -0.5379 -0.0121
H -5.7284 -3.1457 -0.0068
H -5.5116 -2.0314 -1.3538
H -6.4081 -1.5201 0.0721
H -1.5091 -2.9082 -1.9197
H -4.4506 -3.7286 -2.2091
H -3.0772 -4.8088 -1.9687
H -3.2068 -3.8722 -3.4539
H -3.9408 -1.1222 -2.4268
H -2.6400 -1.4591 -3.5556
H -2.3131 -0.5429 -2.0942
H -2.4830 -3.6957 1.9543
H -4.2310 -5.0587 -0.1546
H -4.7582 -4.3652 1.3778
H -3.7263 -5.7939 1.3639
H -1.5853 -5.2276 -0.5251
H -1.2661 -5.6231 1.1600
H -0.5099 -4.2067 0.4143
C 0.4646 -4.1620 -3.6613
O 0.3229 -2.7875 -4.0901
C -0.5496 -2.5006 -5.0411
O -1.2613 -3.3011 -5.6026
C -0.4692 -1.0272 -5.3504
C -0.8790 -0.6266 -6.5531
As -1.0265 1.2626 -7.2190
C -0.2314 1.0260 -8.9915
C 0.4197 1.7494 -6.0299
C -0.0841 1.6027 -4.7942
As 0.3293 -0.0617 -3.7266
C 2.1938 -0.4164 -4.1765
C -1.4868 2.0422 -4.5118
O -2.3452 1.3700 -3.9961
O -1.6666 3.3289 -4.8633
C -2.9639 3.8373 -4.5512
C 1.8763 1.5974 -6.2841
O 2.7062 2.2329 -5.6852
O 2.1730 0.7526 -7.2847
C 3.5736 0.5506 -7.4990
C -1.3985 -1.5659 -7.6071
O -0.6870 -2.0640 -8.4365
O -2.7405 -1.6126 -7.7617
C -3.5793 -1.3015 -6.6374
H 0.9941 -4.1115 -2.7091
H 1.0466 -4.6991 -4.4098
H -0.5231 -4.6122 -3.5657
H -1.0496 0.8907 -9.6979
H 0.4379 0.1737 -9.0245
H 0.3107 1.9390 -9.2370
H 2.3456 -0.5820 -5.2399
H 2.4629 -1.3059 -3.6037
H 2.8099 0.4071 -3.8149
H -2.9534 4.8792 -4.8607
H -3.1561 3.7579 -3.4818
H -3.7330 3.2851 -5.0921
H 3.6430 -0.2300 -8.2513
H 4.0548 0.2352 -6.5744
H 4.0425 1.4693 -7.8498
H -4.5975 -1.4170 -7.0001
H -3.4338 -0.2791 -6.2896
H -3.3890 -2.0018 -5.8263
Br 7.2533 -1.9964 0.5781
C 5.8817 -0.6907 0.5778
C 5.4720 -0.1189 -0.6107
C 4.4823 0.8493 -0.5410
N 3.9117 1.2490 0.5917
C 4.2933 0.6403 1.7100
C 5.2783 -0.3322 1.7638
H 5.8738 -0.4383 -1.5573
H 4.1407 1.3288 -1.4528
H 3.7858 0.9458 2.6194
H 5.5393 -0.8080 2.6977
O 1.3591 -3.5907 -0.6334
S 2.2695 -2.4339 -0.7263
O 2.7544 -2.0272 0.6084
O 1.5221 -1.2777 -1.3134
S 3.7985 -2.9212 -1.9571

=====

Entry 2:
The following is a DFT calculation (ωB97M-V/def2-TZVPD) of a cluster of 2 separate species, C5H10O in total.

HOMO level ... -9.004 eV
HOMO-LUMO gap ... 8.294 eV
Charge ... 0
Energy above the lowest of the compared OMol25 structures with the same formula, charge and spin ... 115.9 kcal/mol

Cartesian coordinates (Å):
C 0.2031 -0.5225 -1.7617
C 0.8194 -0.3841 -0.3502
C 2.0045 0.5841 -0.3244
C -0.2986 -0.1632 0.6026
C -2.7324 0.0691 1.9956
O -2.7392 1.2061 2.4003
H -0.5698 -1.2949 -1.7816
H 0.9853 -0.7746 -2.4845
H -0.2494 0.4237 -2.0781
H 1.1961 -1.3911 -0.0880
H 2.8030 0.2558 -0.9998
H 2.4251 0.6546 0.6849
H 1.6914 1.5877 -0.6333
H -0.0603 0.7379 1.2136
H -3.1890 -0.2242 1.0316
H -2.2891 -0.7645 2.5729

=====

Entry 3:
The following is a DFT calculation (ωB97M-V/def2-TZVPD) of a structure of composition C27H39AlClN3O6.

HOMO level (alpha / beta) ... -6.081 / -6.077 eV
HOMO-LUMO gap (alpha / beta) ... 6.558 / 6.557 eV
Charge ... 0

Cartesian coordinates (Å):
O 1.4914 -0.5317 -2.5095
C 0.3792 -0.2991 -2.9025
C -0.0921 0.9965 -3.3348
C 0.2952 2.1239 -2.6241
H 0.4359 2.0227 -1.5767
C 0.5633 3.3016 -3.2856
H 0.9601 4.1411 -2.7165
C 0.3628 3.4146 -4.6736
H 0.5875 4.3764 -5.1969
C -0.1021 2.2726 -5.3601
H -0.2855 2.3827 -6.4312
C -0.2947 1.0642 -4.7206
H -0.5940 0.1921 -5.2786
H -0.3420 -1.0921 -3.3921
C -2.2141 -2.1825 -1.9554
C -1.9514 -0.8096 -1.2100
H -2.9580 -1.8183 -2.6863
H -2.5765 -3.0874 -1.3932
H -1.4292 -2.4173 -2.7164
C -2.5087 0.3012 -1.8754
C -4.0037 0.2807 -2.0748
H -2.1643 1.2348 -2.3489
H -4.2254 0.6384 -3.0898
H -4.6216 0.9764 -1.4669
H -4.5386 -0.6751 -1.9946
Al -1.4930 -0.9228 0.5383
Cl -3.4655 -0.7952 0.9578
C -1.2332 -0.7038 3.1117
O -0.8515 -1.4682 2.1738
N -0.9197 -0.8603 4.3968
C -0.2144 -2.0314 4.9359
C -1.6628 -0.0278 5.3527
H -1.9152 0.1557 2.8861
H 0.4422 -2.4726 4.1849
H -0.9245 -2.7874 5.3095
H 0.3774 -1.7061 5.8019
H -1.8216 0.9525 4.8904
H -1.1004 0.0890 6.2859
H -2.6469 -0.4720 5.5769
H 4.7332 0.9641 -1.8744
H 4.8685 0.7801 0.6513
C 3.6315 0.9700 -1.8240
C 3.7865 0.9942 0.6167
N 3.1540 0.4394 -0.5547
H 3.2150 0.3730 -2.6336
C 2.7543 -0.8859 -0.5273
O 2.1815 -1.4518 0.4866
H 3.2925 0.6011 1.5055
H 2.9050 -1.3979 -1.4530
H 3.3081 2.0196 -1.9246
H 3.6633 2.0837 0.5839
H -0.1803 -6.0015 0.8558
H 1.9162 -6.0649 -0.6628
C -0.6526 -5.3761 0.0789
C 1.3648 -5.3928 -1.3427
N 0.3788 -4.5927 -0.6108
H -1.4017 -4.7246 0.5178
C 0.3381 -3.2473 -0.6895
O -0.5988 -2.5382 -0.2756
H 2.0741 -4.7374 -1.8551
H 1.2362 -2.7782 -1.1314
H -1.1199 -6.0703 -0.6410
H 0.8629 -6.0328 -2.0903
O 1.3211 0.5251 2.3644
C 0.4507 1.1800 1.7414
O -0.3143 0.7230 0.7645
C 0.2816 2.6269 2.2097
C -0.5541 3.4883 1.5119
C -0.8172 4.7890 1.9678
C -0.2121 5.2769 3.1722
C 0.6472 4.4282 3.8526
C 0.9310 3.1272 3.3815
H -1.0097 3.1109 0.5945
H -1.4824 5.4293 1.4219
H -0.4346 6.2807 3.5147
H 1.1043 4.8012 4.7718
H 1.6333 2.5242 3.9375

=====

Entry 4:
The following is a DFT calculation (ωB97M-V/def2-TZVPD) of a structure of composition C23H50N3O2P2Pd.

HOMO level (alpha / beta) ... -15.252 / -17.457 eV
HOMO-LUMO gap (alpha / beta) ... 7.408 / 4.849 eV
Charge ... +3
Expectation value of S² ... 6.042
Spin multiplicity ... 5

Cartesian coordinates (Å):
Pd -0.7843 -0.9403 -1.0371
P -0.1606 0.6698 -2.6933
P -1.5766 -2.0782 0.9164
N -2.5897 0.0923 -0.9569
C -1.7668 1.5642 -2.8182
H -1.6030 2.6280 -3.0339
H -2.3277 1.1314 -3.6583
C -2.6086 1.4209 -1.5376
H -2.2982 2.1904 -0.7852
H -3.6676 1.6742 -1.7585
C -3.3346 0.0169 0.2850
H -4.3919 0.2713 0.0595
H -3.0083 0.8189 0.9946
C -3.2703 -1.3555 0.9795
H -3.9520 -2.0456 0.4631
H -3.6111 -1.2590 2.0188
C -0.9115 -1.7251 2.6066
C 0.5851 -2.0102 2.7119
H 0.9485 -1.6255 3.6754
H 1.1413 -1.5030 1.9175
H 0.8104 -3.0833 2.6758
C -1.7372 -3.9063 0.7235
C -0.4224 -4.6560 0.9824
H -0.5273 -5.6739 0.5806
H -0.2107 -4.7557 2.0564
H 0.4421 -4.1984 0.4843
C 0.2287 -0.0352 -4.3513
C 1.6802 -0.5222 -4.4672
H 1.7484 -1.1803 -5.3450
H 2.0129 -1.1041 -3.5981
H 2.3791 0.3097 -4.6342
C 1.0547 2.0119 -2.3201
C 2.4360 1.4730 -1.9443
H 3.0217 2.2984 -1.5145
H 2.9865 1.0954 -2.8158
H 2.3715 0.6826 -1.1875
C 0.7973 -1.9742 -1.2013
C -2.8887 -4.5378 1.5109
H -2.6741 -4.5882 2.5856
H -3.8405 -4.0162 1.3629
H -3.0147 -5.5685 1.1527
C -0.1411 0.8610 -5.5373
H -0.0470 0.2615 -6.4528
H -1.1715 1.2289 -5.4858
H 0.5378 1.7174 -5.6337
C 1.1619 3.0754 -3.4147
H 1.6854 3.9460 -2.9941
H 1.7582 2.7241 -4.2685
H 0.1881 3.4263 -3.7773
C -1.6782 -2.4058 3.7432
H -1.4328 -3.4741 3.8208
H -1.3695 -1.9393 4.6896
H -2.7659 -2.2917 3.6647
H -1.0529 -0.6331 2.6941
H 0.6230 2.4770 -1.4164
H -1.9696 -4.0022 -0.3514
H -0.4260 -0.9234 -4.3823
O 1.8233 -2.5004 -1.1978
H -2.2113 -1.4007 -1.9742
H -1.4592 -1.9943 -2.1685
C 3.4416 0.1900 1.5583
N 2.7156 1.2888 2.1611
C 3.2070 1.8567 3.3994
C 2.8829 3.3290 3.4260
C 1.4125 3.5825 3.2123
N 0.8291 2.6559 2.2669
C -0.5041 2.9463 1.7997
C 1.4553 1.5759 1.7110
O 0.8834 0.8767 0.8357
H 2.7572 -0.5657 1.1681
H 4.1007 -0.2533 2.3094
H 4.0608 0.5427 0.7216
H 2.7491 1.3507 4.2696
H 4.2846 1.6793 3.4302
H 3.4584 3.8431 2.6490
H 3.1843 3.7443 4.3887
H 1.2598 4.6035 2.8414
H 0.8707 3.5052 4.1680
H -1.1777 2.0945 1.9586
H -0.8820 3.8086 2.3555
H -0.5079 3.1858 0.7267

=====

Entry 5:
The following is a DFT calculation (ωB97M-V/def2-TZVPD) of a cluster of 4 separate species, C19H34BN5S in total.

HOMO level ... -8.379 eV
HOMO-LUMO gap ... 8.734 eV
Charge ... 0
SMILES string ... CCSCB(N)CCCCN.c1cc[nH]c1.c1cc[nH]c1.c1cc[nH]c1

Cartesian coordinates (Å):
C -4.2520 0.5368 2.6673
C -4.3642 1.0694 1.2343
S -2.9169 0.8460 0.1558
C -2.3125 -0.8096 0.5239
B -1.1931 -1.1179 -0.5763
N -1.5890 -1.3723 -1.9772
C 0.3089 -1.0598 -0.1678
C 0.6855 0.4311 0.0211
C 2.1977 0.6645 0.1419
C 2.7173 0.7583 1.5739
N 2.9750 -0.5805 2.1125
H -3.3643 -0.0674 2.8194
H -5.1173 -0.0778 2.9102
H -4.2299 1.3589 3.3799
H -4.4870 2.1526 1.2696
H -5.2467 0.6694 0.7360
H -3.1256 -1.5351 0.4265
H -1.9078 -0.8645 1.5342
H -2.2488 -2.1476 -2.0058
H -2.1537 -0.5835 -2.2913
H 0.9355 -1.4881 -0.9518
H 0.4878 -1.5769 0.7776
H 0.2937 1.0218 -0.8114
H 0.1833 0.8121 0.9131
H 2.4894 1.5575 -0.4097
H 2.7010 -0.1882 -0.3244
H 1.9610 1.2238 2.2073
H 3.6046 1.4013 1.5928
H 3.6489 -1.0550 1.5257
H 3.3617 -0.5341 3.0448
N -7.2779 2.6554 -0.4534
C -8.4099 2.6072 -1.2193
C -9.4511 3.0622 -0.4556
C -8.9248 3.3985 0.8220
C -7.5819 3.1360 0.7905
H -6.3625 2.3798 -0.7583
H -8.3788 2.2562 -2.2362
H -10.4758 3.1455 -0.7759
H -9.4697 3.7885 1.6649
H -6.8208 3.2526 1.5428
N 4.9463 0.4884 -2.6105
C 5.6322 1.3934 -3.3746
C 4.8816 1.6520 -4.4891
C 3.6957 0.8729 -4.3929
C 3.7662 0.1648 -3.2243
H 5.2613 0.1229 -1.7318
H 6.5884 1.7750 -3.0613
H 5.1501 2.3261 -5.2848
H 2.8838 0.8387 -5.0994
H 3.0761 -0.5305 -2.7781
N 4.9435 -3.3969 0.7969
C 4.6829 -4.2668 1.8201
C 5.8692 -4.5437 2.4437
C 6.8856 -3.8130 1.7690
C 6.2834 -3.1164 0.7569
H 4.2550 -3.0320 0.1649
H 3.6817 -4.6080 2.0176
H 5.9963 -5.1981 3.2894
H 7.9375 -3.8034 1.9993
H 6.6938 -2.4524 0.0155

=====

Entry 6:
The following is a DFT calculation (ωB97M-V/def2-TZVPD) of a cluster of 4 separate species, C4H17NO3 in total.

HOMO level ... -9.481 eV
HOMO-LUMO gap ... 10.002 eV
Charge ... 0
SMILES string ... CNC(C)C.O.O.O
Energy above the lowest of the compared OMol25 structures with the same formula, charge and spin ... 34.4 kcal/mol

Cartesian coordinates (Å):
C -1.9695 0.4509 -2.0538
N -1.1820 0.8772 -0.9092
C 0.9462 0.8473 -2.3434
C 0.2336 0.5040 -0.9891
C 0.4483 -0.9773 -0.7908
H -2.0009 1.2192 -2.8307
H -3.0079 0.0718 -1.8992
H -1.7627 -0.4861 -2.6110
H -1.2948 1.8801 -0.8618
H 0.1952 1.1459 -3.0789
H 1.5411 0.0441 -2.7952
H 1.6473 1.6731 -2.1793
H 0.7935 1.0401 -0.2183
H 1.4821 -1.2704 -0.9570
H -0.2136 -1.6252 -1.4105
H 0.1199 -1.4818 0.1282
H 0.3278 1.0319 2.0882
H -0.2963 -0.1548 2.9370
O 0.4873 0.3413 2.7344
H -1.7982 -0.8680 0.6874
H -2.6066 -0.1331 1.5427
O -1.8139 -0.6831 1.6448
H 2.4481 -0.4021 2.4092
H 2.1746 -1.4057 1.3666
O 2.8748 -1.1421 1.9581

=====

no.,maximum force (hartree/bohr)
1,0.055
2,0.009
3,0.107
4,0.125
5,0.006
6,0.048